# C39H105CuN8O17S

A structure of composition C39H105CuN8O17S at a distorted geometry (ωB97M-V with the def2-TZVPD basis set, the Open Molecules 2025 dataset).

orbital gap = 6.35 eV
LUMO = -0.12 eV
net charge = 0
max |F| = 5.1 eV/A

XYZ file:
```
171
Properties=species:S:1:pos:R:3:lowdin_charge:R:1
N 8.39 18.12 -9.91 0.321
H 8.61 17.81 -8.97 0.142
H 8.83 18.99 -10.15 0.118
H 7.43 17.84 -10.05 0.153
H 8.87 17.52 -10.56 0.031
N 11.65 17.43 -13.52 0.320
H 12.28 16.73 -13.87 0.093
H 12.23 18.19 -13.20 0.061
H 11.08 16.99 -12.80 0.052
H 10.98 17.76 -14.20 0.064
Cu 8.69 16.05 -15.48 0.356
S 8.82 15.79 -12.64 0.156
O 9.74 15.05 -13.49 -0.366
O 7.90 16.55 -13.44 -0.347
O 7.99 14.89 -11.86 -0.339
O 9.57 16.64 -11.74 -0.395
C 12.48 18.15 -16.82 -0.053
C 11.08 17.54 -16.93 -0.605
C 11.05 16.05 -17.22 -0.069
O 10.18 17.94 -15.91 -0.315
H 12.90 17.72 -15.91 0.045
H 12.48 19.22 -16.63 0.055
H 12.92 17.89 -17.79 0.078
H 10.62 17.88 -17.86 0.100
H 11.70 15.52 -16.52 0.060
H 11.43 15.82 -18.21 0.077
H 10.08 15.57 -17.16 0.044
C 19.72 15.70 -15.69 -0.102
O 19.05 16.92 -15.31 -0.210
C 19.83 18.05 -14.91 -0.185
C 18.93 19.21 -14.42 -0.232
N 18.53 19.32 -13.09 -0.083
C 17.76 20.43 -12.53 -0.172
C 17.59 20.33 -10.95 -0.116
O 16.55 19.35 -10.61 -0.218
C 16.95 18.08 -10.29 -0.149
H 20.26 15.90 -16.61 0.079
H 19.16 14.86 -16.11 0.074
H 20.28 15.13 -14.94 0.082
H 20.48 18.27 -15.76 0.120
H 20.38 17.78 -14.01 0.116
H 18.05 19.06 -15.04 0.114
H 19.44 20.12 -14.74 0.121
H 18.44 18.49 -12.53 0.100
H 16.81 20.53 -13.05 0.080
H 18.22 21.40 -12.76 0.111
H 17.18 21.22 -10.48 0.118
H 18.55 20.00 -10.54 0.116
H 16.91 17.95 -9.20 0.087
H 17.98 17.93 -10.63 0.080
H 16.35 17.22 -10.58 0.081
C 10.24 21.98 -17.27 -0.115
O 10.52 23.10 -18.07 -0.176
C 9.95 22.93 -19.35 -0.255
C 8.64 23.67 -19.40 -0.208
N 7.96 23.65 -20.71 -0.056
C 7.84 22.32 -21.27 -0.237
C 7.21 21.25 -20.47 -0.287
O 6.69 20.23 -21.19 -0.169
C 7.38 18.98 -21.11 -0.075
H 11.26 21.62 -17.13 0.085
H 9.48 21.26 -17.56 0.092
H 10.07 22.26 -16.23 0.076
H 10.05 21.90 -19.72 0.118
H 10.57 23.50 -20.04 0.120
H 8.80 24.74 -19.31 0.122
H 8.12 23.27 -18.52 0.118
H 8.60 24.21 -21.26 0.100
H 8.74 22.10 -21.86 0.125
H 7.08 22.45 -22.05 0.117
H 6.34 21.60 -19.91 0.145
H 8.04 20.84 -19.88 0.107
H 6.76 18.29 -21.68 0.087
H 7.24 18.58 -20.10 0.071
H 8.43 18.88 -21.39 0.094
C 9.32 20.24 -13.06 -0.053
O 10.00 20.26 -11.77 -0.234
C 10.95 21.38 -11.55 -0.178
C 12.23 21.24 -12.33 -0.194
N 12.81 19.85 -12.36 -0.070
C 13.94 19.76 -13.30 -0.162
C 14.87 18.51 -13.20 -0.176
O 14.41 17.37 -13.92 -0.228
C 15.11 16.15 -13.75 -0.076
H 9.95 19.99 -13.92 0.082
H 8.65 21.10 -13.05 0.086
H 8.54 19.48 -13.00 0.079
H 11.36 21.51 -10.55 0.114
H 10.53 22.34 -11.86 0.117
H 13.04 21.80 -11.87 0.116
H 12.10 21.59 -13.35 0.117
H 13.23 19.76 -11.45 0.092
H 14.58 20.62 -13.09 0.101
H 13.59 19.75 -14.33 0.118
H 14.97 18.20 -12.16 0.089
H 15.90 18.80 -13.42 0.095
H 15.30 15.97 -12.69 0.086
H 16.07 16.30 -14.26 0.083
H 14.61 15.48 -14.45 0.076
C 5.75 12.76 -7.85 -0.139
O 6.52 12.45 -8.97 -0.181
C 7.47 11.36 -8.83 -0.202
C 7.97 10.92 -10.21 -0.191
N 8.67 12.10 -10.79 -0.043
C 9.30 11.80 -12.11 -0.186
C 10.51 10.88 -12.03 -0.187
O 11.43 11.37 -10.97 -0.209
C 12.28 10.33 -10.60 -0.141
H 5.01 11.98 -7.75 0.077
H 5.10 13.63 -7.94 0.081
H 6.35 12.84 -6.94 0.082
H 6.91 10.51 -8.44 0.112
H 8.37 11.52 -8.24 0.119
H 7.25 10.57 -10.95 0.124
H 8.73 10.18 -9.98 0.099
H 9.41 12.45 -10.20 0.098
H 9.73 12.74 -12.47 0.086
H 8.62 11.67 -12.95 0.121
H 10.97 10.86 -13.02 0.097
H 10.25 9.83 -11.92 0.106
H 12.85 9.74 -11.32 0.089
H 11.68 9.62 -10.02 0.079
H 12.93 10.86 -9.91 0.090
C 15.93 11.55 -14.24 -0.114
O 14.58 11.94 -14.13 -0.207
C 13.97 12.71 -15.13 -0.204
C 12.53 13.03 -14.71 -0.188
N 12.20 14.13 -13.77 -0.040
C 12.92 13.89 -12.46 -0.106
C 12.40 14.94 -11.27 -0.150
O 13.13 16.15 -11.20 -0.233
C 12.68 17.20 -10.30 -0.081
H 16.12 11.03 -13.31 0.087
H 16.51 12.47 -14.35 0.083
H 16.25 10.82 -14.98 0.079
H 13.99 12.04 -15.99 0.121
H 14.46 13.63 -15.44 0.108
H 11.92 12.17 -14.45 0.095
H 12.00 13.42 -15.58 0.098
H 11.27 14.49 -13.63 0.016
H 14.00 14.00 -12.55 0.085
H 12.67 12.93 -12.01 0.081
H 12.68 14.47 -10.33 0.103
H 11.33 15.11 -11.19 0.095
H 12.46 16.67 -9.37 0.082
H 11.80 17.78 -10.58 0.060
H 13.46 17.94 -10.08 0.070
C 6.81 18.17 -17.00 -0.094
O 7.37 16.88 -17.28 -0.215
C 6.37 15.89 -17.35 -0.195
C 6.95 14.52 -17.77 -0.156
N 7.74 13.90 -16.68 -0.073
C 8.51 12.77 -17.07 -0.212
C 7.84 11.57 -17.76 -0.249
O 7.74 11.69 -19.12 -0.177
C 7.25 10.54 -19.73 -0.115
H 7.57 18.95 -16.88 0.081
H 6.34 18.26 -16.02 0.092
H 6.10 18.54 -17.73 0.081
H 5.70 16.28 -18.11 0.123
H 5.94 15.77 -16.35 0.130
H 7.58 14.53 -18.66 0.127
H 6.15 13.84 -18.05 0.113
H 7.11 13.70 -15.91 0.122
H 8.94 12.48 -16.12 0.120
H 9.38 13.15 -17.61 0.123
H 6.92 11.44 -17.19 0.129
H 8.53 10.76 -17.55 0.121
H 7.96 9.72 -19.67 0.086
H 7.20 10.84 -20.78 0.093
H 6.29 10.22 -19.32 0.091
```

=====

# C17H14ClMoN2O3S5

A structure of composition C17H14ClMoN2O3S5 at a distorted geometry (ωB97M-V with the def2-TZVPD basis set, the Open Molecules 2025 dataset).

orbital gap (spin up / spin down) = 5.22 / 5.24 eV
LUMO (spin up / spin down) = -5.43 / -5.40 eV
net charge = +1
max |F| = 4.3 eV/A

XYZ file:
```
43
Properties=species:S:1:pos:R:3:lowdin_charge:R:1
Mo -0.37 -0.86 1.26 1.045
S 3.92 -5.28 5.22 0.622
C 2.91 -4.26 4.43 -1.463
S 1.45 -4.83 3.65 0.933
C 0.99 -3.27 3.00 -1.081
C 1.80 -2.22 3.30 -1.099
S 1.51 -0.65 2.68 0.677
S 3.20 -2.54 4.30 0.937
S -0.40 -3.09 2.00 0.680
C -3.23 3.18 -1.75 -0.007
C -2.07 3.11 -0.82 -0.170
C -1.35 4.23 -0.45 -0.029
C -0.28 4.16 0.43 -0.657
Cl 0.62 5.56 0.81 0.733
C 0.09 2.94 0.97 -0.077
C -0.61 1.80 0.59 -0.078
C -1.67 1.86 -0.30 -0.206
O -2.34 0.75 -0.78 -0.015
C -2.61 -0.30 0.09 -0.114
C -2.89 0.20 1.56 -0.614
O -3.84 0.89 1.80 0.171
O -1.94 -0.17 2.35 -0.164
H -3.40 4.21 -2.07 0.089
H -4.12 2.81 -1.25 0.100
H -3.06 2.55 -2.62 0.094
H -1.64 5.19 -0.86 0.123
H 0.90 2.86 1.67 0.120
H -0.22 0.86 1.05 -0.013
H -1.75 -1.11 0.13 0.052
H -3.48 -0.83 -0.31 0.164
N 2.80 -1.64 -4.11 0.178
C 2.19 -1.46 -2.94 -0.288
C 1.61 -2.53 -2.23 0.018
C 0.94 -2.30 -1.06 -0.126
N 0.79 -1.08 -0.50 -0.146
C 1.38 -0.05 -1.16 -0.100
C 2.06 -0.19 -2.34 0.025
H 2.89 -2.55 -4.51 0.126
H 3.24 -0.87 -4.59 0.126
H 1.70 -3.53 -2.61 0.125
H 0.49 -3.13 -0.52 0.075
H 1.31 0.92 -0.70 0.110
H 2.49 0.68 -2.82 0.126
```

=====

# C24H43NO2P2W

A structure of composition C24H43NO2P2W at a distorted geometry (ωB97M-V with the def2-TZVPD basis set, the Open Molecules 2025 dataset).

orbital gap (spin up / spin down) = 6.68 / 5.40 eV
LUMO (spin up / spin down) = -7.29 / -8.56 eV
multiplicity = 3
net charge = +2
max |F| = 6.3 eV/A

XYZ file:
```
73
Properties=species:S:1:pos:R:3:mulliken_spin:R:1
W 0.43 -0.75 1.22 0.739
C -0.59 -2.26 2.42 -0.045
C 0.80 -2.62 2.25 0.112
C 0.69 -0.59 3.40 -0.030
C -0.65 -0.99 3.08 0.012
C 1.59 -1.59 2.88 0.029
C -1.79 -3.07 2.05 -0.010
H -1.62 -3.69 1.16 -0.002
H -2.66 -2.44 1.86 0.001
H -2.07 -3.77 2.86 0.000
C -1.87 -0.23 3.51 0.010
H -2.79 -0.66 3.11 -0.001
H -1.84 0.82 3.20 0.006
H -1.92 -0.22 4.61 0.001
C 1.00 0.57 4.30 0.003
H 0.62 0.39 5.32 -0.001
H 0.51 1.50 3.96 -0.001
H 2.08 0.78 4.38 -0.001
C 3.07 -1.61 3.07 -0.009
H 3.32 -2.23 3.94 -0.002
H 3.47 -0.61 3.26 0.003
H 3.59 -2.05 2.21 -0.003
C 1.35 -3.83 1.55 -0.004
H 1.86 -4.49 2.26 0.001
H 2.12 -3.56 0.81 0.005
H 0.54 -4.41 1.08 -0.002
C -1.80 0.70 -3.51 -0.003
C -1.87 -0.60 -3.84 0.001
C -0.98 -1.28 -4.84 0.000
C 0.47 -0.74 -4.92 0.001
C 1.08 -0.22 -3.63 -0.006
C 1.13 1.09 -3.34 -0.013
C 0.30 2.16 -4.02 -0.003
C -1.16 1.74 -4.38 0.003
H -1.47 -1.19 -5.83 0.000
H 0.51 0.03 -5.71 0.000
H -0.93 -2.37 -4.65 0.000
H -1.19 1.42 -5.44 0.000
H -2.41 1.08 -2.68 -0.001
H -2.74 -1.19 -3.53 0.000
H -1.80 2.64 -4.34 0.000
H 0.24 3.07 -3.40 0.000
H 1.90 1.48 -2.67 0.005
H 0.83 2.47 -4.94 0.000
H 1.11 -1.56 -5.28 0.000
H 1.61 -0.96 -3.02 -0.002
P -1.46 0.03 0.06 0.015
P 1.59 1.40 0.95 0.084
C -0.63 1.41 -0.85 0.687
C 0.31 2.30 -0.03 -0.171
H -1.42 2.04 -1.26 0.001
H -0.11 0.96 -1.70 -0.422
H 0.83 3.04 -0.66 -0.003
H -0.28 2.85 0.72 0.045
C 2.29 2.56 2.14 0.004
H 2.97 2.06 2.84 0.000
H 1.51 3.07 2.73 -0.002
H 2.85 3.32 1.59 -0.002
C 2.96 0.93 -0.16 0.023
H 3.31 1.81 -0.73 0.001
H 2.67 0.13 -0.85 -0.020
H 3.78 0.57 0.47 0.003
C -3.20 0.41 0.18 0.014
H -3.75 -0.41 0.67 0.000
H -3.62 0.56 -0.82 -0.001
H -3.30 1.33 0.77 -0.002
C -1.27 -1.52 -0.87 0.021
H -0.30 -2.03 -0.72 -0.033
H -1.37 -1.30 -1.93 -0.010
H -2.08 -2.20 -0.58 0.005
O -0.67 3.90 3.42 0.344
N -1.24 3.45 2.41 0.297
O -2.45 3.14 2.40 0.330
```

=====

# C5H6N2S

An isolated molecule of C5H6N2S at a distorted geometry (ωB97M-V with the def2-TZVPD basis set, the Open Molecules 2025 dataset).

orbital gap = 8.26 eV
LUMO = 0.00 eV
net charge = 0
max |F| = 2.2 eV/A
SMILES string = CC(=S)/N=C/N1C=C1

XYZ file:
```
14
Properties=species:S:1:pos:R:3:lowdin_charge:R:1
C 2.40 -0.78 -0.93 0.010
C 3.09 -0.62 0.12 -0.019
C 0.69 -1.12 0.76 -0.212
C -1.38 -0.54 -0.07 -0.954
C -2.06 0.75 -0.26 -0.140
N 1.96 -1.49 0.30 -0.025
N -0.04 -0.33 0.11 0.050
S -2.17 -1.92 -0.26 0.689
H 2.00 -0.64 -1.93 0.124
H 3.89 -0.23 0.74 0.110
H 0.29 -1.79 1.52 0.125
H -3.17 1.04 -0.13 0.114
H -1.94 0.80 -1.34 0.079
H -1.42 1.44 0.20 0.050
```

=====

# C2HMnO2

A structure of composition C2HMnO2 at a distorted geometry (ωB97M-V with the def2-TZVPD basis set, the Open Molecules 2025 dataset).

orbital gap (spin up / spin down) = 8.10 / 8.30 eV
LUMO (spin up / spin down) = -5.32 / -6.10 eV
multiplicity = 6
net charge = +1
max |F| = 1.4 eV/A

XYZ file:
```
6
Properties=species:S:1:pos:R:3:mulliken_spin:R:1
O -2.79 -2.03 0.96 0.021
C -1.90 -1.43 0.64 -0.032
O 1.49 0.82 0.48 0.135
C 1.40 0.97 -0.77 0.011
Mn -0.12 -0.22 -0.13 4.840
H 1.92 1.88 -1.17 0.025
```

=====

# C5H8N2O

An isolated molecule of C5H8N2O at a distorted geometry (ωB97M-V with the def2-TZVPD basis set, the Open Molecules 2025 dataset).

orbital gap (spin up / spin down) = 8.07 / 8.03 eV
LUMO (spin up / spin down) = -0.74 / -0.34 eV
net charge = 0
max |F| = 3.7 eV/A

XYZ file:
```
16
Properties=species:S:1:pos:R:3:lowdin_charge:R:1
C 1.19 -2.12 -0.51 -0.297
C 1.79 -1.16 0.38 -0.046
C -0.04 0.25 0.01 -0.330
C -1.16 -0.17 0.95 -0.055
C -0.26 1.34 -0.91 -0.057
N 0.09 -1.90 -1.05 0.173
N 1.23 0.04 0.58 -0.257
O 1.89 1.00 1.07 -0.021
H 1.64 -3.10 -0.88 0.124
H 2.76 -1.46 0.92 0.148
H -2.29 -0.31 0.67 0.124
H -1.19 0.48 1.86 0.096
H -0.68 -1.09 1.37 0.077
H 0.52 2.00 -1.36 0.099
H -1.03 2.10 -0.46 0.122
H -0.87 0.85 -1.71 0.100
```

=====

# C10H14NS

The ion C10H14NS with charge +1 at a distorted geometry (ωB97M-V with the def2-TZVPD basis set, the Open Molecules 2025 dataset).

orbital gap = 8.30 eV
LUMO = -4.47 eV
net charge = +1
max |F| = 4.4 eV/A
SMILES string = CC(C)([NH3+])C(=S)c1ccccc1

XYZ file:
```
26
Properties=species:S:1:pos:R:3:lowdin_charge:R:1
C -3.65 0.35 0.08 -0.033
C -2.63 1.29 0.40 -0.017
C -3.38 -0.99 -0.16 -0.063
C -1.33 0.80 0.21 -0.022
C -2.10 -1.42 -0.28 -0.075
C -1.08 -0.52 -0.15 -0.267
C 0.30 -1.06 -0.18 -0.520
C 1.61 0.87 1.24 -0.010
C 1.83 0.83 -1.31 -0.016
C 1.66 0.01 -0.04 -0.465
N 2.80 -0.92 -0.05 0.127
S 0.66 -2.60 -0.26 0.937
H -4.80 0.56 0.18 0.153
H -2.89 2.28 0.58 0.091
H -4.04 -1.81 -0.39 0.119
H -0.58 1.54 0.55 0.106
H -1.82 -2.43 -0.27 0.069
H 2.56 0.96 1.76 0.098
H 0.96 0.64 2.04 0.093
H 1.35 1.84 1.09 0.052
H 2.11 0.28 -2.17 0.082
H 0.89 1.39 -1.55 0.118
H 2.65 1.50 -1.06 0.100
H 3.33 -0.41 0.55 0.101
H 3.21 -1.11 -1.05 0.217
H 2.39 -1.87 0.23 0.027
```

=====

# C4H7N3O

A cluster of 2 separate species, C4H7N3O in total at a distorted geometry (ωB97M-V with the def2-TZVPD basis set, the Open Molecules 2025 dataset).

orbital gap = 9.85 eV
LUMO = 0.60 eV
net charge = 0
max |F| = 7.2 eV/A

XYZ file:
```
15
Properties=species:S:1:pos:R:3:lowdin_charge:R:1
C -1.39 -0.65 1.55 -0.006
C -1.24 -0.03 0.00 -0.229
C -0.01 -0.03 -0.59 -0.265
C 1.32 -0.09 -0.04 -0.288
H -1.64 0.25 2.27 0.090
H -0.41 -1.12 1.81 0.056
H -2.41 -1.21 1.77 0.104
H 1.03 0.05 1.13 0.164
H 1.66 -0.92 -0.39 0.050
H 3.03 0.41 -1.53 0.250
H 1.91 1.82 -0.56 0.027
N -1.55 0.28 -2.17 0.067
N -0.40 0.30 -1.86 0.019
N 2.29 0.90 -0.45 -0.033
O -2.20 0.03 -0.92 -0.006
```